No. 1
Here is a 2-piece molecular cluster, C3H3Cl2NO overall from the OMol25 dataset. Energies are from ωB97M-V with the def2-TZVPD basis set.

Structure (XYZ):
```
10
C3H3Cl2NO | the OMol25 dataset | ωB97M-V with the def2-TZVPD basis set
O 2.41208 -0.96815 -1.15948
N 1.32480 -1.27127 -0.45728
C 0.87510 -0.60412 0.45446
Cl 1.40833 0.94680 0.93719
H 2.78599 -0.09423 -1.01410
H 0.07390 -0.86110 0.97424
C -2.02930 0.46176 -0.57915
C -2.34109 0.88792 0.47236
Cl -2.79130 1.42450 1.90970
H -1.71851 0.07789 -1.53794
```

Properties
E_HOMO = -0.375 hartree
E_tot = -31737.3533 eV
SMILES = O/N=C\Cl.C#CCl
Total charge = 0

Atomic partial charges in e from the Mulliken method, atoms 1 to 2: O -0.30; N -0.17

---

No. 2
Here is a 2-piece molecular cluster, Cl2O8 overall from the OMol25 dataset. Energies are from ωB97M-V with the def2-TZVPD basis set.

Structure (XYZ):
```
10
Cl2O8 | the OMol25 dataset | ωB97M-V with the def2-TZVPD basis set
Cl -0.04556 2.03332 0.99220
O -1.20766 1.25790 1.38079
O 0.74994 1.30678 0.04243
O -0.53563 3.24082 0.32647
O 0.75134 2.34439 2.15615
Cl 0.06178 -1.99044 -0.95787
O -0.11696 -3.44917 -1.06166
O -1.21746 -1.46448 -1.38050
O 0.43176 -1.65610 0.37999
O 1.12845 -1.62302 -1.87800
```

Properties
E_HOMO = -0.087 hartree
E_tot = -41411.1640 eV
Total charge = -2

Atomic partial charges in e from the Mulliken method, atoms 1 to 2: Cl 1.62; O -0.65

---

No. 3
Here is C4H12AlF2O2 as an isolated structure from the OMol25 dataset. Energies are from ωB97M-V with the def2-TZVPD basis set.

Structure (XYZ):
```
21
C4H12AlF2O2 | the OMol25 dataset | ωB97M-V with the def2-TZVPD basis set
Al 29.58982 -4.69799 -14.98378
F 29.21464 -6.05008 -17.61487
F 29.71820 -5.01090 -12.11152
C 30.39116 -9.40550 -14.81159
C 29.88633 -8.23991 -13.93379
O 28.97087 -7.61684 -14.67565
H 29.77418 -10.28880 -14.64666
H 31.46072 -9.58932 -14.70984
H 30.16814 -9.36922 -15.87791
H 30.71561 -7.54099 -13.82471
H 29.36968 -8.50214 -13.01054
H 28.35392 -8.31973 -14.89226
C 26.18685 -1.38198 -13.68206
C 26.15929 -2.87848 -13.26111
O 27.49205 -3.33496 -13.33752
H 26.73425 -0.81815 -12.92671
H 25.18494 -0.95651 -13.62510
H 26.58324 -1.34639 -14.69681
H 25.43586 -3.45325 -13.83937
H 25.81775 -2.88944 -12.22606
H 27.93123 -3.06853 -12.52652
```

Properties
E_HOMO = -0.530 hartree
E_tot = -20452.5431 eV
Total charge = +1

Atomic partial charges in e from the Mulliken method, atoms 1 to 2: Al 1.37; F -0.37